{"formula": "C15H48N12O9", "method": "the ωB97M-V functional and the def2-TZVPD basis", "relative_energy_kj_mol": 22.2, "smiles": "NC(N)=O.NC(N)=O.NC(N)=O.NC(N)=O.NC(N)=O.NC(N)=O.CC(C)O.CC(C)O.CC(C)O", "lumo_ev": 0.532, "homo_lumo_gap_ev": 9.80, "energy_ev": -52648.433, "symbols": ["N", "C", "N", "O", "H", "H", "H", "H", "N", "C", "N", "O", "H", "H", "H", "H", "N", "C", "N", "O", "H", "H", "H", "H", "N", "C", "N", "O", "H", "H", "H", "H", "N", "C", "N", "O", "H", "H", "H", "H", "N", "C", "N", "O", "H", "H", "H", "H", "C", "C", "C", "O", "H", "H", "H", "H", "H", "H", "H", "H", "C", "C", "C", "O", "H", "H", "H", "H", "H", "H", "H", "H", "C", "C", "C", "O", "H", "H", "H", "H", "H", "H", "H", "H"], "xyz": [[3.6666, 2.9549, 1.9719], [3.2186, 3.2911, 0.7612], [3.5775, 2.3137, -0.1232], [2.4539, 4.2306, 0.5379], [3.4113, 3.4825, 2.8112], [4.3884, 2.2609, 2.0618], [3.2530, 1.3775, 0.0898], [3.1194, 2.4825, -1.0025], [-3.0903, 2.9180, -0.7897], [-2.4600, 2.7838, -1.9359], [-2.1538, 4.0300, -2.5561], [-2.3274, 1.6815, -2.5641], [-3.3463, 2.1375, -0.1835], [-3.2466, 3.8826, -0.4912], [-1.5948, 3.8125, -3.4358], [-1.8321, 4.7152, -1.9234], [0.3196, -1.4491, -1.1913], [1.0585, -0.3242, -0.9577], [0.4787, 0.8514, -1.3718], [2.0836, -0.2872, -0.2888], [0.5985, -2.3032, -0.7540], [-0.7271, -1.2428, -1.2990], [-0.3975, 0.8923, -2.0088], [0.8671, 1.7004, -1.0183], [-2.4270, -4.7457, 0.6974], [-2.6047, -4.3190, -0.6729], [-1.7059, -4.6856, -1.5939], [-3.5946, -3.6164, -0.9740], [-3.2523, -4.6166, 1.2464], [-1.7443, -5.4590, 0.9900], [-0.7909, -5.0108, -1.2396], [-1.6790, -4.2227, -2.4846], [-0.0077, -3.0221, 1.9890], [0.8895, -4.0802, 1.6576], [2.2358, -3.7772, 1.4151], [0.4750, -5.2089, 1.4831], [-0.9077, -3.4356, 2.1914], [0.2870, -2.1143, 2.3814], [2.7900, -4.5897, 1.5190], [2.5404, -3.0174, 1.9198], [-4.2812, -1.6210, 0.6773], [-3.6633, -0.4100, 0.1687], [-3.1610, -0.5737, -1.0892], [-3.7006, 0.5478, 0.9016], [-4.3872, -1.6620, 1.7144], [-4.0370, -2.4775, 0.1916], [-3.1574, 0.2240, -1.7717], [-3.3999, -1.4805, -1.4963], [0.2911, 0.8949, 2.1620], [1.2433, 0.4385, 3.2707], [0.5450, -0.2146, 4.4679], [2.0944, -0.5634, 2.7138], [-0.2588, -0.0044, 1.7503], [0.7879, 1.4384, 1.3468], [-0.4391, 1.5034, 2.6516], [1.9274, 1.2988, 3.4698], [0.8924, -1.2190, 4.5482], [-0.5198, -0.2182, 4.3287], [0.7695, 0.1397, 5.4432], [2.0960, -0.5388, 1.7208], [3.1670, -4.7513, -2.8935], [1.9978, -3.8988, -2.4225], [1.2346, -3.4744, -3.6582], [1.1410, -4.6487, -1.5429], [2.9027, -5.6344, -3.5212], [3.8462, -5.0879, -2.1198], [3.7918, -4.0904, -3.5385], [2.4012, -3.0147, -1.8576], [0.3232, -2.9733, -3.4461], [1.1166, -4.2721, -4.4275], [1.9488, -2.8403, -4.1142], [1.6681, -4.9972, -0.8286], [-0.5880, 5.6401, 1.5124], [-0.8368, 6.3769, 0.2256], [0.2693, 6.3923, -0.8190], [-1.9617, 5.9658, -0.6014], [-1.3677, 5.8675, 2.2073], [0.3399, 6.0706, 1.8389], [-0.4285, 4.5733, 1.3684], [-1.1137, 7.4187, 0.4638], [0.5266, 5.3429, -0.9908], [1.1233, 7.0267, -0.6063], [-0.1928, 6.7203, -1.7761], [-2.7732, 6.5151, -0.4863]], "atomic_forces_ev_per_a": [[0.51, 0.53, 2.59], [-1.92, 0.04, 0.35], [-0.19, -0.36, -2.08], [0.89, -0.26, -0.11], [0.20, -0.24, -0.89], [-0.07, 0.04, -0.01], [0.29, -0.30, 0.63], [0.24, 0.44, -0.55], [-0.36, 0.78, 1.38], [-0.30, -0.30, -3.07], [0.64, -3.75, -2.14], [0.35, 1.87, 1.19], [0.09, -0.04, -0.03], [0.12, -0.76, 0.15], [-0.93, 0.83, 1.81], [0.52, 1.13, 0.47], [-2.10, 1.34, -0.83], [-1.75, 1.07, 0.56], [-1.83, -0.94, -1.88], [1.15, -0.52, 0.33], [0.02, -0.31, 0.29], [2.07, -0.78, 0.31], [1.91, 0.05, 1.61], [0.10, 0.26, -0.03], [0.48, 0.28, -2.40], [-1.39, 0.33, 1.51], [1.58, -0.90, 1.22], [1.11, -1.07, 0.21], [-0.23, -0.14, 0.11], [-0.49, 0.68, -0.47], [-0.66, 0.29, -0.65], [-0.29, 0.13, 0.05], [1.80, -1.29, -0.36], [-0.54, 1.69, 0.13], [-2.47, -0.89, -0.73], [-0.22, -0.47, -0.10], [-0.05, 0.59, 0.03], [-0.09, -1.02, -0.30], [0.62, -0.74, 0.09], [1.11, 2.20, 1.18], [0.87, 1.69, 0.51], [-1.94, -3.84, 1.45], [-0.05, 0.39, -1.03], [0.68, 2.06, -0.32], [0.25, 0.30, -1.56], [-0.22, -0.11, 0.16], [0.35, -0.56, 1.00], [0.03, 0.41, 0.18], [-0.40, -1.15, 0.28], [0.79, 0.40, -1.19], [0.21, 0.31, -0.63], [0.56, -1.04, -1.18], [0.53, 0.93, 0.25], [-0.10, -0.20, 0.37], [-0.69, 0.71, -0.09], [-0.72, -0.45, 0.58], [0.13, -0.98, -0.33], [-0.60, -0.01, 0.02], [0.19, 1.09, 0.73], [-0.03, 0.37, 0.93], [0.91, 0.27, -1.08], [0.22, -0.87, 0.33], [0.70, -1.13, -0.20], [-0.21, 0.36, -0.50], [-0.22, 0.66, 0.56], [-0.07, -0.07, 0.47], [-0.28, -0.46, 0.29], [-0.40, -0.59, -0.58], [-0.72, 0.52, 0.08], [-0.25, 0.13, 0.93], [0.29, 1.31, -0.77], [0.25, -0.16, 0.47], [0.18, -0.10, -1.16], [-0.87, 2.06, -1.35], [-0.50, -0.50, -0.67], [-1.66, -0.38, 0.77], [-0.47, -0.15, 0.59], [0.53, 0.03, 0.60], [-0.13, -0.06, 0.03], [0.52, -0.14, 0.28], [0.63, 0.18, 0.08], [0.19, -0.28, 0.26], [0.40, 0.12, 0.68], [1.21, -0.57, 0.18]]}